Record 1
87
Properties=species:S:1:pos:R:3 method="wB97M-V/def2-TZVPD" gap_ev="5.768 / 5.581" de_lowest_kj_mol=293.4
Pd 0.580 -0.596 -1.163
O -0.305 1.371 0.185
P -1.763 1.498 0.477
C -2.542 -0.124 0.676
P -1.450 -1.270 1.558
O -0.120 -1.528 0.902
C -1.180 -0.585 3.200
C 0.135 -0.341 3.582
C 0.407 0.150 4.852
C -0.631 0.397 5.736
C -1.947 0.148 5.360
C -2.220 -0.350 4.097
C -2.388 -2.786 1.760
C -1.668 -3.980 1.738
C -2.320 -5.185 1.953
C -3.688 -5.202 2.191
C -4.409 -4.016 2.207
C -3.761 -2.809 1.994
C -2.675 2.398 -0.774
C -4.045 2.249 -0.968
C -4.677 2.945 -1.987
C -3.939 3.780 -2.815
C -2.573 3.935 -2.617
C -1.939 3.251 -1.592
C -2.066 2.383 2.021
C -0.983 2.966 2.668
C -1.185 3.704 3.828
C -2.465 3.869 4.333
C -3.552 3.295 3.683
C -3.353 2.556 2.529
H -2.696 -0.555 -0.319
H -3.505 -0.036 1.183
H 0.933 -0.538 2.878
H 1.431 0.338 5.150
H -0.419 0.782 6.726
H -2.756 0.343 6.052
H -3.247 -0.561 3.817
H -0.606 -3.955 1.531
H -1.761 -6.111 1.930
H -4.197 -6.143 2.352
H -5.477 -4.032 2.381
H -4.340 -1.894 1.991
H -4.622 1.563 -0.358
H -5.740 2.823 -2.146
H -4.428 4.300 -3.628
H -1.997 4.571 -3.277
H -0.868 3.332 -1.451
H 0.011 2.832 2.259
H -0.340 4.153 4.334
H -2.621 4.452 5.232
H -4.552 3.425 4.077
H -4.209 2.129 2.018
S -3.383 -2.071 -3.389
C -1.994 -1.548 -2.684
S -1.495 0.022 -2.853
S -1.078 -2.514 -1.692
C 7.453 -0.704 -5.802
C 6.073 -0.574 -5.213
C 5.328 -1.701 -4.886
C 4.032 -1.590 -4.402
C 3.475 -0.333 -4.233
C 4.203 0.807 -4.545
C 5.496 0.681 -5.024
S 1.794 -0.156 -3.718
O 1.076 0.227 -4.902
O 1.768 0.855 -2.626
O 1.412 -1.468 -3.127
H 7.940 -1.621 -5.471
H 8.083 0.143 -5.529
H 7.398 -0.736 -6.892
H 5.767 -2.684 -5.015
H 3.449 -2.466 -4.150
H 3.758 1.784 -4.402
H 6.067 1.570 -5.264
C 2.735 -2.190 1.092
Si 2.654 -0.789 -0.126
C 4.187 -0.818 -1.144
C 2.652 0.843 0.764
H 3.291 -1.825 1.962
H 3.273 -3.041 0.667
H 1.757 -2.531 1.419
H 5.009 -0.769 -0.420
H 4.245 0.040 -1.810
H 4.305 -1.719 -1.746
H 3.336 0.778 1.618
H 1.663 1.130 1.116
H 3.000 1.624 0.085

Record 2
15
Properties=species:S:1:pos:R:3 method="wB97M-V/def2-TZVPD" smiles="CC[C@]([O-])(O)S(=O)(=O)Br" total_charge=-1 gap_ev=8.374 de_lowest_kj_mol=188.8
C 0.896 0.124 0.397
C -0.552 -0.340 0.492
C -1.276 -0.641 -0.816
O -2.735 2.023 0.172
O -3.719 0.756 -1.634
O -0.756 0.115 -1.885
O -1.829 -1.691 -1.078
S -2.787 0.697 -0.517
Br -3.881 -0.640 0.977
H 1.540 -0.771 0.318
H 0.886 0.743 -0.473
H 1.033 0.723 1.157
H -1.216 0.472 1.090
H -0.531 -1.135 1.105
H -1.272 -0.110 -2.708

Record 3
23
Properties=species:S:1:pos:R:3 method="wB97M-V/def2-TZVPD" smiles="CCNc1ccccc1SC=O" gap_ev=8.290 de_lowest_kj_mol=182.4
C 0.623 -2.644 -0.113
C 1.890 -2.345 0.263
C -0.287 -1.571 -0.219
C 2.346 -0.999 0.457
C 0.022 -0.290 0.105
C 1.366 -0.029 0.457
C 2.795 1.800 -0.674
C -3.260 1.381 0.465
C -2.165 0.772 -0.421
N -0.914 0.613 0.277
O 3.057 0.926 -1.464
S 1.790 1.609 0.833
H 0.400 -3.629 -0.254
H 2.616 -3.103 0.560
H -1.188 -1.812 -0.634
H 3.284 -0.776 0.817
H 3.189 2.711 -0.812
H -4.117 1.617 -0.145
H -3.576 0.600 1.152
H -3.073 2.279 0.948
H -2.353 -0.205 -0.842
H -1.982 1.611 -1.148
H -0.464 1.484 0.387

Record 4
13
Properties=species:S:1:pos:R:3 method="wB97M-V/def2-TZVPD" total_charge=-2 gap_ev=4.876 de_lowest_kj_mol=117.3
Rb 1.884 -2.365 -0.775
N 0.271 4.033 -1.654
O 0.510 3.072 -0.906
O -0.592 4.887 -1.342
O 0.919 4.178 -2.723
N 0.728 -2.684 2.632
O 0.619 -2.077 3.704
O -0.221 -3.344 2.178
O 1.835 -2.738 2.025
N -1.485 -0.726 -0.779
O -1.926 0.382 -0.478
O -1.809 -1.256 -1.883
O -0.733 -1.362 0.001

Record 5
21
Properties=species:S:1:pos:R:3 method="wB97M-V/def2-TZVPD" smiles="C=CCC.N=C=O.C" gap_ev=10.300 de_lowest_kj_mol=312.5
C -0.506 1.361 -1.718
C -1.373 0.108 -1.554
C 0.499 1.485 -0.613
C 1.814 1.458 -0.769
H 0.005 1.336 -2.684
H -1.153 2.244 -1.712
H 0.082 1.579 0.385
H -2.143 0.066 -2.325
H -0.763 -0.792 -1.630
H -1.861 0.101 -0.579
H 2.267 1.308 -1.740
H 2.485 1.495 0.077
C 0.774 -2.003 0.998
C -0.169 -0.423 2.442
N -1.331 -0.776 2.140
O 0.714 0.178 2.912
H -2.171 -0.473 2.616
H -0.423 -1.892 1.247
H 1.431 -2.335 1.794
H 1.176 -1.185 0.410
H 0.647 -2.842 0.304

Record 6
45
Properties=species:S:1:pos:R:3 method="wB97M-V/def2-TZVPD" total_charge=-1 gap_ev=5.100
Cu 1.288 -2.815 -1.702
C -0.866 3.019 1.368
C -1.722 2.670 0.147
C -3.213 2.854 0.432
C -3.656 1.893 1.530
C -3.214 0.490 1.205
C -3.865 -0.594 1.784
C -3.505 -1.882 1.430
F -4.167 -2.918 2.016
C -2.530 -2.134 0.497
C -1.837 -1.061 -0.077
C -0.801 -1.345 -1.060
O -0.542 -2.552 -1.341
C -0.152 -0.191 -1.620
C -0.501 1.047 -1.193
N -1.475 1.304 -0.270
C -2.172 0.261 0.295
C 0.907 -0.249 -2.740
O 1.162 0.813 -3.298
O 1.414 -1.369 -3.028
H -1.075 4.037 1.693
H 0.190 2.933 1.125
H -1.081 2.331 2.181
H -1.434 3.319 -0.690
H -3.772 2.636 -0.481
H -3.412 3.890 0.717
H -4.744 1.914 1.629
H -3.241 2.203 2.493
H -4.662 -0.434 2.492
H -2.282 -3.138 0.196
H -0.001 1.907 -1.618
C 2.691 -3.385 -0.368
C 3.468 -2.143 -0.305
C 3.223 -1.166 0.670
C 3.849 0.063 0.634
C 4.767 0.361 -0.361
C 5.075 -0.616 -1.296
C 4.453 -1.844 -1.260
H 2.316 -3.667 0.617
H 3.281 -4.201 -0.792
H 2.493 -1.377 1.441
H 3.616 0.802 1.390
H 5.232 1.336 -0.408
H 5.807 -0.409 -2.067
H 4.686 -2.594 -2.003

Total energy across the listed records, respectively: -121464.3230, -92276.4853, -23882.5642, -23544.5905, -9967.9357, -77061.2231 eV.